Entry 1:
DFT (ωB97M-V/def2-TZVPD) results for C11H37BClHgO14P3 as an isolated structure at a distorted geometry.

XYZ file:
```
68
Properties=species:S:1:pos:R:3:forces:R:3
Hg -31.45404 -12.27313 5.86820 -0.18 0.40 0.50
Cl -30.29242 -11.12072 7.96427 -0.24 -0.16 -0.58
B -32.90924 -12.93678 3.88754 -0.05 -0.37 -0.11
H -33.33256 -12.30289 3.12385 -1.67 2.55 -2.60
H -31.84227 -12.80377 3.79739 4.58 0.46 -0.56
H -33.28074 -12.67426 4.86596 -2.03 0.99 3.94
H -33.10031 -13.98115 3.69511 -0.78 -3.95 -0.57
C -33.10194 -12.06105 10.79499 1.23 1.01 1.07
O -33.97384 -12.84407 10.06170 -2.15 -1.37 -2.38
P -34.31999 -12.57923 8.48227 0.12 -1.06 0.35
O -33.07333 -12.60299 7.64040 -3.30 0.24 1.85
O -35.44257 -13.77134 8.11584 3.25 0.78 1.29
C -36.39788 -13.43858 7.11368 -0.18 0.96 0.56
O -35.27824 -11.23089 8.53945 1.87 -1.33 -0.98
C -36.01425 -10.90567 9.70342 -0.20 -0.23 0.87
H -33.50024 -11.82913 11.78274 -0.72 0.10 -0.11
H -32.88151 -11.12258 10.28628 0.42 -0.09 0.02
H -32.20515 -12.61659 11.06931 0.30 0.06 -0.72
H -36.75848 -14.29490 6.54378 0.28 -0.19 0.43
H -35.95584 -12.71848 6.42508 -0.37 0.08 -0.16
H -37.15094 -13.01160 7.77602 -0.86 0.27 -1.13
H -35.47091 -10.16138 10.28559 -0.16 0.31 -0.21
H -36.13136 -11.75080 10.38177 -0.06 -0.23 -0.19
H -37.00976 -10.57104 9.41178 0.20 0.20 -0.08
C -26.32790 -14.85444 5.70390 -0.94 -0.03 0.02
O -27.72835 -14.42216 5.68159 0.01 0.43 -0.74
P -28.20027 -13.34682 4.56764 0.15 -1.09 0.25
O -29.35857 -12.51920 4.94789 2.00 -0.16 -0.37
O -26.77408 -12.66501 4.31333 -1.16 -1.12 -0.32
C -26.51768 -11.32891 4.06199 -0.02 2.24 -0.25
O -28.54226 -14.21620 3.24152 0.80 1.29 1.36
C -29.48765 -15.24771 3.52174 -0.25 -1.42 0.04
H -26.31672 -15.85149 6.14420 -0.09 0.14 0.12
H -25.78466 -14.14985 6.33363 0.17 -0.14 -0.27
H -25.94528 -14.92989 4.68605 0.18 0.18 0.18
H -25.66943 -10.99356 4.65875 0.07 -0.27 -0.02
H -27.33908 -10.66019 4.31932 -0.30 -0.27 0.34
H -26.32243 -11.08834 3.01696 0.20 -0.58 -0.17
H -28.99008 -16.14874 3.16303 -0.45 -0.19 -0.30
H -30.47471 -15.09193 3.08638 0.29 0.35 -0.45
H -29.69469 -15.44168 4.57417 0.40 0.57 0.03
C -29.35306 -17.73939 6.47893 0.33 -1.91 0.83
O -30.50877 -17.13927 6.01010 -2.21 2.98 0.65
P -31.30209 -15.94336 6.77526 -0.63 1.96 -0.54
O -31.00140 -14.49523 6.37154 -0.10 -4.52 1.03
O -31.03719 -16.24088 8.38072 1.90 0.00 -5.39
C -32.12314 -16.06661 9.13405 -3.24 0.13 4.20
O -32.87510 -16.33239 6.45603 2.93 -0.15 0.79
C -33.22309 -16.59140 5.08596 -1.72 0.19 -0.18
H -29.67435 -18.77923 6.41894 1.18 -0.52 -0.85
H -29.19202 -17.73277 7.55695 0.08 1.18 0.10
H -28.49771 -17.40003 5.89471 0.04 -0.42 0.16
H -32.14470 -16.90487 9.83044 -0.30 -0.19 0.13
H -33.10930 -16.01923 8.67216 0.26 -0.09 -0.50
H -32.07265 -15.19499 9.78660 0.32 0.39 -0.21
H -34.14133 -16.01322 4.98281 0.46 0.61 -0.65
H -33.63492 -17.58778 4.92555 0.79 -0.54 0.49
H -32.46432 -16.36677 4.33635 -0.10 0.27 0.30
C -31.62061 -9.18157 4.63973 -0.25 0.66 1.80
C -33.08212 -9.56231 4.89229 1.18 -0.29 -0.41
O -33.09237 -10.47066 6.03368 -1.10 1.45 -1.44
O -30.92415 -10.35373 4.41253 0.74 -1.36 -1.97
H -31.11708 -8.95033 5.57839 -0.66 1.79 0.38
H -31.42504 -8.48536 3.82416 -0.47 0.36 0.10
H -33.33401 -10.07893 3.96614 -0.51 -0.65 0.40
H -33.76953 -8.72025 4.97288 0.16 0.06 0.43
H -33.22633 -9.93537 6.81925 0.23 -0.04 0.31
H -30.03495 -10.06054 4.20046 0.29 -0.67 0.12
```
Forces are in eV/Å.

Strongest force on any atom = 0.111 Eh/bohr
Orbital gap = 8.72 eV



Entry 2:
DFT (ωB97M-V/def2-TZVPD) results for C21H33Cl8FIN3O3S2 as an isolated structure at a distorted geometry.

XYZ file:
```
72
Properties=species:S:1:pos:R:3:forces:R:3
C -1.36142 4.21103 1.38008 -0.01 -1.29 -0.21
C -0.37658 3.44961 0.26284 -1.10 1.01 0.01
C -1.07238 3.80307 -1.21318 -0.18 -0.14 0.11
C -0.42355 1.85550 0.64319 0.42 -1.05 -0.43
C -1.66154 1.13883 -0.17287 -0.11 -0.32 0.89
C 0.96098 1.02875 0.20425 -0.79 2.60 -0.37
O 0.74723 -0.42940 0.39041 3.52 -0.61 -1.36
C 1.92280 -1.19349 -0.05422 1.10 -0.85 -0.72
F 3.05335 -0.32831 -0.55868 -2.19 -1.33 1.95
C 2.72765 -2.15039 1.03192 0.84 0.68 5.67
O 2.92599 -1.83972 2.32559 -1.15 -2.57 -8.83
O 3.17157 -3.41589 0.36412 -1.32 2.95 1.25
C 3.18219 -3.13330 -1.07948 1.27 1.71 -1.49
N 3.37610 -4.26549 -2.07382 0.61 0.99 0.88
C 1.79381 -2.28325 -1.27211 -0.17 1.23 -0.44
I 1.94093 -0.94314 -3.05046 0.07 -0.80 -0.02
C 0.37629 -3.05689 -1.55028 0.56 -1.21 -0.27
C -0.36873 -3.65168 -0.21787 -0.27 0.06 -0.08
C -1.69931 -2.82728 0.26733 0.38 -0.79 2.63
S -2.93321 -2.43428 -1.08547 -1.32 1.03 0.67
C -4.42610 -1.61968 -0.21804 -0.05 -0.05 1.85
S -4.32721 -1.50297 1.50962 -0.49 0.01 -3.57
N -5.65626 -1.11383 -0.97187 -0.80 0.66 0.20
C -6.59727 -0.17692 -0.24066 -3.14 -0.03 -4.74
C -7.80057 0.20096 -1.29796 6.44 -3.97 1.25
N -7.45529 -0.58761 -2.54476 3.61 -1.07 2.95
C -6.15053 -1.39412 -2.37467 -3.84 3.94 2.78
H -1.95066 5.11499 0.92234 1.43 -1.59 0.96
H -2.17145 3.38695 1.66911 1.61 1.90 -0.44
H -0.74518 4.48143 2.33770 -1.33 -0.34 -1.81
H 0.71138 3.91130 0.28658 -2.36 -1.16 0.00
H -0.65735 3.07869 -2.05043 -0.78 1.74 1.56
H -0.90728 4.94972 -1.48316 -0.04 -2.58 0.54
H -2.25810 3.67006 -1.18341 2.67 0.15 0.07
H -0.49582 1.70734 1.82375 -0.16 0.44 -2.56
H -1.90546 0.14189 0.38898 0.43 1.77 -1.27
H -2.66996 1.77756 -0.15097 2.39 -1.35 -0.15
H -1.31134 0.89570 -1.27892 -0.91 0.58 2.32
H 1.84635 1.42059 0.87440 -1.70 -0.96 -1.41
H 1.11326 1.30277 -0.94758 0.00 -0.85 2.51
H 4.20974 -2.54066 -1.21063 -2.72 -0.23 0.29
H 4.41236 -4.49720 -1.99704 -1.86 0.26 -0.15
H 3.31070 -3.79994 -3.02719 -0.11 -0.57 1.56
H -0.27828 -2.35600 -2.22048 1.07 -1.35 1.67
H 0.64171 -4.00059 -2.23137 -0.39 2.18 1.41
H -0.68111 -4.77057 -0.37581 0.72 2.20 0.12
H 0.39139 -3.63518 0.68226 -1.67 -0.05 -1.69
H -1.34627 -1.90084 0.90409 -0.99 -1.57 -1.66
H -2.26718 -3.53922 1.03890 1.18 1.62 -1.67
H -6.58233 0.25305 0.84966 1.26 -2.61 -3.14
H -8.69785 0.92929 -1.06328 2.08 -1.91 -1.01
H -5.62326 -2.09566 -3.16133 -1.33 1.78 1.98
C 4.34821 2.70422 -0.16199 0.10 -0.10 0.15
Cl 4.81284 2.69107 -1.86755 0.04 -0.12 -0.02
Cl 3.26305 4.05423 0.19122 0.10 0.07 0.10
H 3.83906 1.76694 0.07523 0.09 0.36 -0.21
H 5.24760 2.80091 0.45100 -0.37 0.19 -0.32
C 7.40849 -2.42155 -1.52466 0.29 0.33 0.10
Cl 6.64742 -3.98948 -1.22914 0.25 -0.10 0.20
Cl 6.73734 -1.65049 -2.96684 0.02 0.04 0.08
H 7.23556 -1.77390 -0.66174 -0.10 -0.20 -0.23
H 8.48196 -2.56827 -1.66658 -0.34 -0.07 -0.05
C -6.90451 2.78756 3.11364 -0.25 0.36 0.41
Cl -7.10954 1.62454 1.79820 -0.65 1.72 1.20
Cl -5.26276 2.72683 3.76618 -0.09 0.05 0.00
H -7.09916 3.79313 2.73296 0.14 -0.31 -0.01
H -7.61327 2.55133 3.91104 0.25 -0.04 -0.21
C 5.24821 0.63623 3.34842 0.06 -0.33 0.45
Cl 5.71284 0.62308 1.64285 0.29 -0.48 0.21
Cl 4.16305 1.98624 3.70162 0.01 -0.03 0.00
H 4.73906 -0.30105 3.58564 0.00 0.26 -0.23
H 6.14760 0.73292 3.96140 -0.21 0.11 -0.26
```
Forces are in eV/Å.

Strongest force on any atom = 0.180 Eh/bohr
Orbital gap = 7.35 eV



Entry 3:
DFT (ωB97M-V/def2-TZVPD) results for one molecule with the formula C2H3NS3 at a distorted geometry.

XYZ file:
```
9
Properties=species:S:1:pos:R:3:forces:R:3
C -1.04808 -0.85595 0.32893 0.27 0.96 0.33
C 0.76428 0.25043 -1.02799 1.35 0.54 0.21
H 0.49737 1.82121 1.61528 0.19 -1.23 -0.07
H -1.29410 -0.98748 1.39876 0.40 0.04 -0.57
H 1.76628 0.68718 -0.70340 -1.21 -0.47 -0.84
N 0.10269 -0.05452 0.14936 -0.29 -0.30 1.26
S 0.87915 0.47589 1.65201 -0.62 0.78 -0.86
S -1.99894 -1.40850 -0.82762 -0.36 -0.44 -0.18
S 0.33135 0.07173 -2.58532 0.26 0.12 0.72
```
Forces are in eV/Å.

Strongest force on any atom = 0.030 Eh/bohr
Energy relative to the best compared isomer or geometry (same formula, charge and spin) = 142.2 kJ/mol
Orbital gap = 7.40 eV
SMILES = S=CN(S)C=S